Record 1
This record from the Open Molecules 2025 dataset describes a structure of composition C11H24CuN4O7 in a non-equilibrium geometry. The level of theory is wB97M-V/def2-TZVPD.

Summary:
2S+1	2
HOMO level (spin up / spin down)	-0.281 / -0.274	Ha
Kohn-Sham gap (spin up / spin down)	0.2985 / 0.2666	Ha
max |F|	2.7	eV/A
expectation value of S²	0.756
net charge	0

XYZ file:
```
47
Properties=species:S:1:pos:R:3:forces:R:3
Cu -0.86951 0.01711 -0.07645 -1.26 1.46 0.71
C -2.70115 1.93984 -0.20798 -0.56 2.30 1.29
O -2.25754 1.32409 -1.23279 0.54 -1.58 -1.38
O -2.17426 1.48057 0.90150 0.96 -1.50 0.46
O -3.44930 2.93889 -0.17772 0.60 -1.28 -0.49
C 1.26151 -3.34556 -1.89035 -0.80 0.40 -0.46
C 1.22279 -1.81742 -1.98653 -0.03 -1.73 -0.28
O 0.51954 -1.15234 -1.25561 -0.04 0.67 0.21
N 1.98171 -1.30638 -2.96764 -0.25 1.41 0.03
C 2.06522 0.14150 -3.15040 0.57 -0.16 -0.39
H 1.97697 -3.69656 -1.15296 0.13 -0.01 -0.10
H 1.41462 -3.76049 -2.88831 0.52 -0.13 0.15
H 0.26371 -3.69030 -1.61773 0.07 0.17 0.36
H 2.50984 -1.86726 -3.60554 -0.06 -0.43 0.15
H 1.83319 0.64423 -2.21554 0.06 -0.03 0.03
H 1.41300 0.53360 -3.93308 -0.23 -0.24 0.08
H 3.09012 0.33660 -3.47582 -0.06 0.31 0.22
C 0.19874 3.71100 -0.09159 -0.28 0.21 1.05
C 1.17934 2.57492 0.10847 -1.25 0.50 -1.30
O 0.81967 1.42929 -0.13974 0.75 -0.19 0.34
N 2.46621 2.89763 0.35061 0.31 -0.48 0.20
C 3.48326 1.87142 0.52530 -0.38 -0.22 0.31
H -0.18354 3.73175 -1.11093 0.53 0.13 -0.20
H 0.60121 4.65736 0.27679 0.03 0.12 -0.51
H -0.73373 3.56376 0.46349 0.25 -0.42 0.25
H 2.70002 3.83338 0.62682 -0.16 0.12 -0.08
H 4.41121 2.15291 0.03527 0.06 0.08 0.11
H 3.12608 0.93238 0.10741 -0.11 0.14 -0.20
H 3.62511 1.67051 1.58945 0.34 0.10 -0.01
O -1.72758 -2.05786 -0.02598 -0.66 0.17 0.43
C -2.90676 -2.24123 -0.37364 1.79 0.52 -0.36
N -3.56285 -1.29470 -1.06210 -1.60 -0.98 -0.31
C -3.54120 -3.57207 -0.05538 -0.85 0.52 -0.13
H -4.41287 -1.58279 -1.52446 -0.05 0.18 0.27
H -3.31111 -0.31405 -1.18907 0.79 -0.01 0.13
H -2.78995 -4.34493 0.04632 0.11 0.05 -0.04
H -4.31214 -3.85715 -0.77376 0.14 -0.05 -0.11
H -4.06937 -3.44948 0.89321 0.14 -0.08 0.09
O 0.03383 -0.46448 1.86584 0.78 -0.43 -0.35
C -0.00008 0.01735 2.99971 -0.82 -0.88 -1.05
N -0.99694 0.84864 3.31559 0.68 0.40 1.28
C 0.94082 -0.43827 4.09922 -0.65 1.16 0.20
H -1.63459 1.17850 2.59388 -0.03 0.16 -0.31
H -0.91096 1.32415 4.20006 -0.41 0.09 -0.12
H 1.57635 -1.26583 3.81984 -0.08 -0.07 -0.17
H 0.29904 -0.66035 4.95378 0.24 -0.36 0.07
H 1.53232 0.42816 4.40856 0.23 -0.15 -0.04
```
Positions in Å, forces in eV/Å.

***

Record 2
This record from the Open Molecules 2025 dataset describes a cluster of 2 separate species, C4H12 in total in a non-equilibrium geometry. The level of theory is wB97M-V/def2-TZVPD.

Summary:
energy relative to the best compared isomer or geometry (same formula, charge and spin)	10.0	kcal/mol
SMILES	CC.CC
HOMO level	-0.427	Ha
Kohn-Sham gap	0.4688	Ha
max |F|	1.9	eV/A
net charge	0

XYZ file:
```
16
Properties=species:S:1:pos:R:3:forces:R:3
C 2.02304 -0.06414 1.68070 0.38 1.72 -0.77
C 1.82693 -1.45267 1.11300 -0.35 0.23 0.55
H 2.87242 0.19860 2.31380 0.10 -0.74 0.10
H 2.07799 0.70621 0.89001 0.25 -0.51 -0.22
H 1.14578 0.30597 2.17031 -0.67 -0.25 0.81
H 1.73503 -2.19467 1.90972 0.17 -0.04 -0.11
H 2.59831 -1.75142 0.40947 0.02 -0.04 -0.03
H 0.85480 -1.40394 0.62309 0.09 -0.38 -0.33
C -1.16456 0.64033 -1.02177 -1.72 -0.79 -0.03
C -2.55892 0.78396 -1.69679 0.11 0.56 -0.80
H -0.39815 1.18566 -1.55953 0.14 -0.04 0.12
H -1.24924 0.95350 0.01773 0.39 0.06 -0.03
H -1.00174 -0.43765 -1.04626 0.76 0.14 0.23
H -2.45824 1.43088 -2.56247 -0.07 0.34 -0.14
H -2.95255 -0.13214 -2.14760 0.17 -0.14 0.46
H -3.35090 1.23152 -1.09340 0.23 -0.15 0.22
```
Positions in Å, forces in eV/Å.

***

Record 3
This record from the Open Molecules 2025 dataset describes a structure of composition C9H21HgO9 in a non-equilibrium geometry. The level of theory is wB97M-V/def2-TZVPD.

Summary:
HOMO level	-0.199	Ha
Kohn-Sham gap	0.0801	Ha
max |F|	2.2	eV/A
net charge	-1

XYZ file:
```
40
Properties=species:S:1:pos:R:3:forces:R:3
Hg -0.16522 0.09498 0.28674 0.09 0.20 -0.05
C 5.72327 1.25908 -2.69176 0.37 -1.06 0.14
C 4.39660 1.66493 -2.07366 1.33 0.04 -0.35
O 4.00428 0.92339 -1.13121 -0.66 0.56 -0.30
O 3.87297 2.72392 -2.45855 -0.74 -0.22 0.46
H 6.02442 1.64109 -3.66720 -0.37 0.52 0.15
H 5.72794 0.17353 -2.78999 -0.12 -0.21 -0.02
H 6.49883 1.44389 -1.94849 0.09 0.31 -0.05
C -1.67378 -0.42833 -5.82113 0.31 -0.06 -0.32
C -1.45633 0.83986 -4.99911 0.22 0.22 0.68
O -1.11631 1.94314 -5.51579 -0.56 -1.54 0.57
O -1.64031 0.72244 -3.74228 0.21 0.53 -0.92
H -2.65156 -0.40552 -6.30230 0.06 0.19 -0.16
H -1.62954 -1.36105 -5.25882 -0.09 0.30 0.56
H -0.88563 -0.54265 -6.56534 -0.11 0.35 -0.29
C -0.29574 5.46366 3.66672 0.28 0.99 0.91
C -0.09663 4.34224 2.69833 -1.21 0.93 1.43
O -0.47997 4.50140 1.54664 0.09 -0.07 -1.87
O 0.20824 3.24985 3.18400 0.96 -1.92 0.03
H -1.25164 5.92445 3.41768 0.10 0.24 0.05
H 0.50198 6.20619 3.68670 0.00 0.16 -0.62
H -0.30775 5.14840 4.71006 -0.26 -0.48 -0.03
C 2.65869 -3.45500 3.35299 0.67 0.09 -0.77
O 1.55495 -2.59439 3.16034 -0.38 -0.49 0.27
H 3.54058 -2.85234 3.13578 0.31 -0.01 0.84
H 2.62055 -3.96293 4.31666 0.43 0.36 0.18
H 2.77012 -4.24519 2.61051 -0.71 -0.23 -0.32
H 0.96607 -2.79255 3.89216 -0.33 0.30 -0.23
C -4.93033 0.61777 2.79862 -1.11 0.39 0.79
O -4.04776 -0.15813 2.00814 -0.59 0.40 0.20
H -4.63982 1.65180 2.98435 0.76 -0.18 -0.28
H -5.94402 0.71898 2.41094 -0.01 -0.12 -0.81
H -5.16477 0.18036 3.76909 0.63 -0.33 0.32
H -4.63875 -0.65535 1.43797 0.36 -0.19 -0.23
C -1.63371 -4.73266 -0.53346 -1.41 -1.66 -0.38
O -0.69857 -3.81344 -0.93160 1.15 1.06 0.23
H -2.11361 -5.10011 -1.44054 -0.52 -0.37 -0.03
H -1.19174 -5.60409 -0.05037 0.10 -0.08 0.30
H -2.43335 -4.37382 0.11455 0.36 0.59 0.04
H 0.01734 -4.35782 -1.26733 0.32 0.49 -0.16
```
Positions in Å, forces in eV/Å.

***

Record 4
This record from the Open Molecules 2025 dataset describes a structure of composition C7H6N2O4S2 in a non-equilibrium geometry. The level of theory is wB97M-V/def2-TZVPD.

Summary:
energy relative to the best compared isomer or geometry (same formula, charge and spin)	3.4	kcal/mol
HOMO level	-0.366	Ha
Kohn-Sham gap	0.3621	Ha
max |F|	4.1	eV/A
net charge	0

XYZ file:
```
21
Properties=species:S:1:pos:R:3:forces:R:3
C 2.89888 0.33915 0.44740 1.31 0.39 -0.10
C 1.96776 1.30453 0.13954 -0.75 -0.89 0.52
C 2.71649 -1.02820 0.36172 0.76 -0.48 -0.17
C 0.67905 0.86911 -0.13489 -0.38 -0.73 -0.30
C 1.46717 -1.46925 -0.07483 0.22 2.01 0.09
C 0.43692 -0.51049 -0.30175 1.85 -0.09 0.45
C 1.31130 -2.85097 -0.26419 -0.34 -1.86 0.21
N -0.81977 -1.03117 -0.60834 -2.61 -0.29 -2.40
N 1.31046 -4.00520 -0.28418 -0.13 0.60 -0.22
O -2.02381 0.64303 1.00695 -0.69 -0.56 -0.68
O -3.21862 -1.05594 -0.07448 -0.60 -2.49 -0.38
O -2.34793 1.35261 -1.38609 0.78 -0.26 -1.05
O -3.33445 2.64969 0.38885 1.88 -0.77 -0.66
S -1.95715 -0.98325 0.64841 1.48 0.69 -0.59
S -3.16479 1.10557 -0.24873 -1.45 3.50 1.56
H 3.85094 0.75773 0.71044 0.58 -0.33 0.25
H 2.27743 2.32775 0.26213 -0.38 0.28 -0.14
H 3.57124 -1.74972 0.55149 -1.34 1.02 -0.19
H -0.18322 1.51769 -0.18139 0.24 0.19 -0.36
H -1.22605 -0.93196 -1.66388 1.05 0.04 3.59
H -4.21185 2.74926 0.70583 -1.45 0.02 0.57
```
Positions in Å, forces in eV/Å.

***

Record 5
This record from the Open Molecules 2025 dataset describes a cluster of 2 separate species, C4H13NOS in total in a non-equilibrium geometry. The level of theory is wB97M-V/def2-TZVPD.

Summary:
energy relative to the best compared isomer or geometry (same formula, charge and spin)	17.9	kcal/mol
SMILES	C[C@H](N)CCS.O
HOMO level	-0.335	Ha
Kohn-Sham gap	0.3611	Ha
max |F|	1.8	eV/A
net charge	0

XYZ file:
```
20
Properties=species:S:1:pos:R:3:forces:R:3
C -0.87373 1.13492 -1.23257 -0.08 -0.26 -1.30
C -0.45619 0.11172 -0.18062 -0.46 -0.13 0.27
N -1.40727 -1.00617 -0.01306 0.27 0.97 0.57
C -0.23040 0.82923 1.15027 0.83 1.36 -0.84
C 0.73809 0.12873 2.07402 -0.85 -0.99 0.05
S 2.39994 0.23096 1.34215 0.06 0.22 0.18
H -1.47719 1.98874 -0.93886 0.10 0.08 0.71
H 0.01893 1.50356 -1.73219 0.12 0.38 0.09
H -1.46065 0.70092 -2.04822 0.10 -0.41 0.11
H 0.48244 -0.32191 -0.51275 0.29 0.07 0.08
H -1.12201 -1.86904 -0.45042 -0.32 0.20 -0.35
H -2.28698 -0.64468 -0.34827 -0.32 -0.77 -0.11
H -1.17988 1.16821 1.53149 -0.60 -0.74 0.73
H 0.19072 1.82730 0.93955 0.32 -0.26 -0.23
H 0.46438 -0.92409 2.13883 -0.04 -0.13 -0.12
H 0.66479 0.47016 3.09474 0.39 0.57 0.19
H 3.08625 -0.04888 2.45200 0.08 -0.08 0.05
O 0.64053 -2.08542 -2.57634 0.05 0.12 0.07
H 0.73056 -1.83143 -1.65186 0.05 -0.15 -0.01
H 1.07768 -1.36283 -3.03789 -0.01 -0.05 -0.15
```
Positions in Å, forces in eV/Å.

***

Record 6
This record from the Open Molecules 2025 dataset describes a cluster of 2 separate species, C9H14O in total in a non-equilibrium geometry. The level of theory is wB97M-V/def2-TZVPD.

Summary:
energy relative to the best compared isomer or geometry (same formula, charge and spin)	22.5	kcal/mol
SMILES	Cc1ccc(O)cc1.CC
HOMO level	-0.308	Ha
Kohn-Sham gap	0.3399	Ha
max |F|	3.7	eV/A
net charge	0

XYZ file:
```
24
Properties=species:S:1:pos:R:3:forces:R:3
C -3.49039 0.48699 -0.88747 -0.37 0.86 -1.12
C -1.98022 0.48662 -0.95038 -0.88 -1.89 3.07
C -1.34465 -0.81707 -0.75519 -0.07 1.97 -2.37
C 0.02000 -0.86712 -0.78598 0.26 0.85 0.50
C 0.75045 0.34588 -0.63825 0.91 -1.38 -1.53
O 2.11554 0.18444 -0.62019 -0.09 -0.47 0.15
C 0.17395 1.55996 -0.79157 -1.79 0.52 1.28
C -1.26746 1.64062 -0.76123 2.43 -0.25 -0.93
H -3.90222 1.25588 -0.22571 0.21 -0.16 0.09
H -3.96961 -0.46379 -0.66253 0.34 -0.09 0.14
H -3.83695 0.77135 -1.89014 -0.25 -0.08 0.10
H -1.91916 -1.70911 -0.96977 -0.12 -0.01 0.31
H 0.56757 -1.75969 -1.03775 0.14 -0.31 0.58
H 2.56225 1.02620 -0.54468 0.01 0.35 0.01
H 0.79299 2.44794 -0.76037 -0.11 0.13 0.03
H -1.65643 2.63844 -0.63408 -0.61 -0.05 -0.34
C 1.57249 -0.75148 2.77886 0.21 0.64 -1.46
C 2.59636 -1.76724 2.23136 -0.53 -0.65 0.68
H 2.05924 0.21963 2.88917 -0.11 -0.01 0.44
H 0.83801 -0.58769 1.98273 -0.06 0.09 0.16
H 0.99019 -0.99416 3.66109 0.37 -0.34 0.24
H 2.12956 -2.37262 1.45702 -0.01 -0.12 -0.04
H 2.91724 -2.46233 3.01477 0.14 0.13 -0.12
H 3.47872 -1.32720 1.77597 -0.03 0.28 0.12
```
Positions in Å, forces in eV/Å.